This record from the OMol25 dataset describes a single C23H27N3O4 molecule. The level of theory is ωB97M-V with the def2-TZVPD basis set.

Atoms and positions in Å:
C: -0.033308 2.893195 -0.679767
O: -0.208219 1.609288 -0.134204
C: -1.223750 0.833065 -0.617116
C: -2.130463 1.212783 -1.592919
C: -3.131549 0.335474 -1.990528
C: -3.235349 -0.929703 -1.436705
O: -4.193093 -1.850196 -1.774862
C: -5.198100 -1.469143 -2.679033
C: -2.309431 -1.329185 -0.457444
C: -2.358751 -2.713726 0.122555
C: -1.972665 -3.773750 -0.923987
N: -0.752611 -3.436008 -1.617916
C: 0.456511 -3.936979 -1.281763
O: 0.607790 -4.805321 -0.449110
C: 1.605296 -3.342595 -2.087471
C: 1.827973 -1.861293 -1.780439
C: 2.175783 -1.637481 -0.309610
C: 2.518788 -0.190922 -0.060483
O: 3.130285 0.507479 -0.833252
N: 2.095548 0.301723 1.162491
N: 1.314749 -0.418160 2.004221
C: 1.032274 0.328540 3.028823
C: 1.632531 1.616466 2.909712
C: 1.662826 2.772479 3.686438
C: 2.377863 3.858388 3.223981
C: 2.450950 5.130053 4.014827
C: 3.055486 3.780519 1.995707
C: 3.041528 2.650208 1.207466
C: 2.316000 1.564392 1.678380
C: -1.328979 -0.443569 -0.062071
H: 0.821015 3.321114 -0.157249
H: 0.186402 2.845554 -1.751118
H: -0.913625 3.523020 -0.513753
H: -2.085682 2.185998 -2.054834
H: -3.827048 0.666639 -2.745464
H: -5.865547 -2.326414 -2.755750
H: -5.762247 -0.604229 -2.315184
H: -4.788132 -1.243656 -3.669584
H: -3.368474 -2.935355 0.470804
H: -1.669403 -2.774114 0.964892
H: -1.804726 -4.733034 -0.430994
H: -2.775049 -3.873168 -1.658036
H: -0.798576 -2.648592 -2.244563
H: 1.390244 -3.469279 -3.150750
H: 2.505554 -3.909354 -1.846911
H: 2.644058 -1.480042 -2.397584
H: 0.933451 -1.281120 -2.022344
H: 1.365444 -1.952746 0.344326
H: 3.059772 -2.228131 -0.051637
H: 0.415080 -0.047654 3.821321
H: 1.137786 2.810781 4.629306
H: 2.062213 5.963607 3.431076
H: 1.875861 5.051216 4.933669
H: 3.485117 5.357743 4.270488
H: 3.608829 4.646738 1.661962
H: 3.565505 2.602916 0.267369
H: -0.623734 -0.724457 0.704622

Atomic forces in eV per Å
0.0 0.2 -0.1
-0.1 -0.4 0.1
-0.1 0.0 -0.1
0.3 0.2 0.2
-0.3 -0.3 -0.1
0.1 0.2 0.0
0.3 0.0 0.3
-0.2 0.0 -0.2
-0.2 0.0 0.0
0.0 -0.1 -0.2
-0.1 -0.1 0.2
-0.4 0.2 -0.1
0.3 0.1 -0.6
0.1 -0.3 0.4
0.0 0.0 0.2
0.2 0.0 0.1
-0.1 0.0 -0.4
-0.1 -0.5 -0.2
0.0 0.1 0.1
0.2 0.7 0.5
-0.3 -0.6 0.3
0.2 0.0 -0.3
0.4 0.1 -0.6
0.1 0.0 -0.2
-0.1 0.0 0.2
0.0 0.0 0.0
0.0 -0.2 0.0
0.2 0.2 -0.1
-0.2 0.1 0.5
0.0 0.2 -0.1
-0.1 0.0 -0.1
0.0 0.0 0.0
0.0 0.0 0.0
0.0 0.1 0.0
-0.1 0.0 -0.1
0.0 0.1 0.0
0.0 0.0 0.0
0.0 0.0 0.0
0.0 0.0 0.1
0.0 0.0 0.0
-0.1 0.1 -0.1
0.1 0.0 0.1
0.1 -0.1 0.0
0.0 0.0 0.0
-0.1 0.0 0.0
-0.1 0.0 0.0
0.0 0.1 -0.1
0.1 -0.1 0.0
0.0 0.0 0.1
-0.1 -0.1 0.1
0.0 0.1 0.1
0.0 0.1 0.0
0.0 0.1 0.1
0.0 0.1 0.1
0.1 0.1 -0.1
0.0 0.0 0.0
0.1 -0.1 0.1

- LUMO: 0.5 eV
- Energy above the lowest of the compared OMol25 structures with the same formula, charge and spin: 127.3 kJ/mol
- Gap between HOMO and LUMO: 8.54 eV
- SMILES: COc1ccc(OC)c(CCNC(=O)CCCC(=O)n2ncc3cc(C)ccc32)c1
- Largest force on an atom: 0.86 eV Å⁻¹

Here are the Mulliken charges for atoms 1 to 5, given in e: atom 1 (C): -0.9304, atom 2 (O): -0.1502, atom 3 (C): 0.1994, atom 4 (C): -1.0642, atom 5 (C): -0.8628

This record from the OMol25 dataset describes C5H8N2O2 as an isolated structure. The level of theory is ωB97M-V with the def2-TZVPD basis set.

Atoms and positions in Å:
C: -0.920573 -1.043808 0.136912
C: 0.162184 -0.607446 1.151556
C: 0.169019 1.862244 0.454943
C: 0.650200 0.471318 0.256602
O: 2.124404 -0.984955 -0.742987
O: -2.152704 -0.442998 0.339616
N: 1.319908 0.189778 -0.887720
C: -0.401296 -0.568463 -1.319973
N: -0.932922 -0.435613 -2.369963
H: 2.719965 -0.920376 -1.500606
H: -2.550238 -0.354663 -0.554365
H: -0.946079 -2.139369 0.085223
H: -0.265691 -0.224184 2.074527
H: 0.894446 -1.398712 1.290218
H: 0.421395 2.487083 -0.396652
H: -0.910538 1.860857 0.609258
H: 0.618520 2.249307 1.373411

Atomic forces in eV per Å
1.2 -1.0 -2.2
0.2 0.7 -0.9
-0.4 -0.2 -0.4
3.1 0.4 -1.4
-0.9 0.1 0.0
-0.6 0.2 -0.4
1.3 1.8 3.5
-4.8 -1.9 -0.4
1.4 0.0 1.1
-0.3 0.0 0.0
0.2 -0.1 0.8
-0.5 0.1 0.2
0.0 -0.2 0.0
-0.1 0.0 0.1
0.1 0.1 0.0
-0.1 0.1 0.0
0.1 0.0 -0.1

- LUMO: 0.0 eV
- Energy above the lowest of the compared OMol25 structures with the same formula, charge and spin: 574.4 kJ/mol
- Gap between HOMO and LUMO: 8.58 eV
- Largest force on an atom: 5.12 eV Å⁻¹

Here are the Mulliken charges for atoms 1 to 5, given in e: atom 1 (C): 0.0926, atom 2 (C): -0.8368, atom 3 (C): -1.2854, atom 4 (C): 0.9791, atom 5 (O): -0.3719

This record from the OMol25 dataset describes a 12-piece molecular cluster, C19H38BCl4N8O27 overall. The level of theory is ωB97M-V with the def2-TZVPD basis set.

Atoms and positions in Å:
O: 7.465457 16.476246 14.714720
C: 7.186747 15.673262 13.875341
O: 7.865630 14.598858 13.533268
B: 7.226898 13.952316 12.355419
O: 5.964602 14.698521 12.166355
C: 5.947016 15.751230 12.962427
O: 5.125296 16.620843 12.929010
O: 7.033880 12.525966 12.507391
C: 7.850407 11.858503 11.703559
O: 8.061041 10.696013 11.700588
C: 8.546019 12.914176 10.806691
O: 8.096431 14.106798 11.166223
O: 9.296669 12.694635 9.906443
Cl: 12.205121 12.752290 11.212343
C: 12.994058 13.509911 9.789793
C: 12.257901 13.168991 8.521018
Cl: 13.040561 14.071671 7.179792
H: 13.993599 13.081893 9.762768
H: 13.073956 14.579480 9.948020
H: 11.226702 13.510440 8.569620
H: 12.242286 12.117865 8.253526
Cl: 4.720581 8.483583 7.833363
C: 6.240300 8.868199 8.707357
C: 6.269020 8.279916 10.079341
Cl: 4.953672 8.898982 11.121003
H: 6.362368 9.942559 8.622085
H: 7.033966 8.411209 8.112752
H: 7.186111 8.578774 10.587325
H: 6.230182 7.196262 10.050238
C: 1.862567 15.924119 12.938099
N: 1.943716 15.670045 11.486177
O: 2.372983 16.535467 10.760927
O: 1.582638 14.568726 11.108610
H: 0.833858 16.137506 13.211136
H: 2.519567 16.726903 13.253481
H: 2.201251 15.018016 13.432301
C: 8.564573 13.105794 5.959631
N: 9.541666 14.061282 5.353306
O: 9.880317 13.892443 4.205197
O: 9.977406 14.937700 6.078556
H: 7.776456 13.712953 6.383537
H: 9.115743 12.526854 6.688393
H: 8.171154 12.473800 5.171643
C: 10.708589 15.982343 11.960267
N: 12.037037 16.451213 12.463753
O: 12.993865 16.334283 11.725202
O: 12.093272 16.868451 13.601020
H: 10.649250 14.922427 12.183099
H: 10.597967 16.198872 10.906455
H: 9.998578 16.518986 12.584565
C: 3.704515 19.574271 12.304635
N: 2.951331 19.980753 13.515011
O: 2.377153 19.115121 14.138014
O: 2.782735 21.174398 13.689524
H: 4.530442 18.912086 12.565225
H: 4.103524 20.451756 11.816388
H: 3.006658 18.990899 11.710002
C: 4.463334 13.856611 9.726017
N: 5.045549 12.856445 8.791461
O: 4.679919 12.847656 7.629542
O: 5.918595 12.128972 9.238785
H: 3.450277 14.115944 9.444924
H: 5.162299 14.680851 9.790038
H: 4.417985 13.333729 10.677552
C: 4.710049 10.745446 13.882576
N: 3.461997 10.151755 14.445716
O: 3.483827 9.822427 15.614189
O: 2.493636 10.067456 13.724460
H: 5.314000 9.894900 13.574882
H: 5.145626 11.499573 14.517411
H: 4.412029 11.159781 12.920476
C: 4.661333 17.482797 16.067083
N: 4.545391 16.027324 16.384346
O: 5.019680 15.658440 17.440963
O: 3.938868 15.312781 15.614686
H: 5.695524 17.780159 16.187204
H: 3.994744 17.964839 16.774742
H: 4.358976 17.592986 15.032838
C: 10.265630 16.263486 16.337463
N: 11.193151 15.920924 17.451788
O: 11.098620 16.594472 18.458014
O: 11.954884 14.986561 17.323117
H: 10.526226 17.276534 16.046569
H: 9.259023 16.178724 16.725326
H: 10.455231 15.583935 15.516456
C: 11.781873 5.125416 12.148141
O: 10.514887 5.470406 11.627512
C: 10.171751 6.744987 11.479264
O: 9.109348 7.093062 11.063670
O: 11.171262 7.560185 11.838278
C: 10.863440 8.954351 11.768598
H: 11.956213 5.586118 13.123754
H: 12.620725 5.453355 11.529653
H: 11.802671 4.045169 12.242513
H: 11.784122 9.500416 11.967178
H: 10.163654 9.216540 12.560292
H: 10.480701 9.269220 10.801944

Atomic forces in eV per Å
0.2 0.2 0.4
-0.2 -0.2 -0.3
0.0 0.0 0.1
0.0 0.3 -0.4
0.2 0.0 0.2
-0.1 -0.3 -0.5
-0.1 0.3 0.2
-0.3 -0.1 0.5
0.4 1.1 -0.1
0.0 -1.1 0.0
-0.5 0.0 -0.4
0.1 0.1 0.3
0.2 -0.2 -0.2
0.0 0.1 0.0
0.5 -0.6 0.0
-0.6 0.5 -0.2
0.0 -0.2 0.0
0.1 0.1 0.0
-0.2 0.0 0.1
0.0 0.0 0.0
0.3 -0.1 0.2
-0.1 -0.1 0.0
0.1 -0.1 -0.9
0.4 0.4 0.5
-0.2 -0.2 -0.2
-0.1 0.1 0.5
0.0 -0.1 0.1
0.0 -0.1 -0.2
-0.2 0.0 0.1
0.4 -0.2 0.8
0.0 -0.5 0.1
0.1 0.5 -0.3
0.0 0.2 0.0
-0.1 0.0 -0.2
-0.1 0.2 -0.4
-0.2 -0.1 0.0
0.0 0.2 -0.5
0.4 0.2 0.5
-0.1 -0.1 -0.4
-0.3 -0.2 -0.1
0.0 -0.1 0.4
-0.1 0.0 0.3
0.1 0.0 0.0
-0.1 0.5 0.8
0.2 -0.4 -0.3
0.0 0.1 -0.1
-0.1 0.1 0.0
0.1 -0.1 -0.2
0.2 -0.1 -0.1
-0.2 -0.1 -0.2
0.7 -0.5 0.0
-1.0 0.8 -0.8
0.3 -0.4 0.4
0.4 -0.2 0.3
-0.2 -0.1 0.3
-0.3 0.2 -0.1
0.0 0.1 -0.2
-0.3 -0.8 0.5
0.2 0.1 -0.6
0.0 0.0 0.4
-0.2 0.2 0.0
0.1 0.2 -0.4
-0.1 0.1 -0.1
0.2 0.2 0.1
-0.7 -0.4 -1.6
0.1 0.7 0.6
0.1 -0.2 0.1
-0.1 -0.2 -0.2
0.5 0.1 0.6
0.1 -0.3 0.4
0.0 0.3 0.2
-0.1 -0.4 -0.3
0.2 0.1 0.6
0.0 0.0 -0.2
0.0 -0.1 -0.3
0.0 -0.1 0.2
0.0 0.2 -0.1
-0.1 0.1 0.1
0.5 -0.1 -0.1
-0.2 -0.2 0.3
0.0 0.2 0.1
0.0 0.0 -0.2
-0.3 0.1 0.0
-0.1 0.1 -0.1
-0.1 -0.1 0.0
0.8 0.2 0.6
-0.4 -0.5 -0.3
0.6 0.4 0.1
-0.4 0.0 -0.1
0.1 0.0 -0.1
0.2 0.7 0.4
-0.2 -0.1 0.0
-0.3 0.0 -0.3
-0.1 0.0 0.0
0.1 -0.3 -0.1
-0.2 -0.1 -0.2
-0.2 -0.3 0.0

- LUMO: 1.5 eV
- Energy above the lowest of the compared OMol25 structures with the same formula, charge and spin: 0.0 kJ/mol
- Gap between HOMO and LUMO: 9.94 eV
- Total charge: -1
- Largest force on an atom: 1.76 eV Å⁻¹

Here are the Mulliken charges for atoms 1 to 5, given in e: atom 1 (O): -0.6015, atom 2 (C): 0.6084, atom 3 (O): -0.8970, atom 4 (B): 1.6570, atom 5 (O): -0.0530

> Which of these has the highest largest force on an atom?

C5H8N2O2